# 1
{
  "formula": "C22H23N3O5S",
  "method": "ωB97M-V/def2-TZVPD",
  "relative_energy_ev": 2.4219,
  "energy_ev": -48729.9045,
  "homo_lumo_gap_ev": 8.37,
  "elements": ["C", "C", "C", "N", "C", "C", "C", "C", "C", "C", "S", "O", "O", "C", "C", "C", "C", "N", "C", "C", "C", "O", "N", "C", "C", "O", "C", "C", "O", "C", "C", "H", "H", "H", "H", "H", "H", "H", "H", "H", "H", "H", "H", "H", "H", "H", "H", "H", "H", "H", "H", "H", "H", "H"],
  "xyz": [[3.00, -1.72, -2.59], [2.55, -2.57, -1.69], [3.29, -2.96, -0.44], [2.53, -2.78, 0.79], [2.44, -1.54, 1.41], [2.75, -0.34, 0.77], [2.61, 0.87, 1.42], [2.14, 0.91, 2.73], [1.84, -0.27, 3.38], [1.99, -1.49, 2.73], [1.31, -3.88, 1.11], [1.50, -4.48, 2.40], [1.23, -4.77, -0.01], [-0.17, -2.86, 1.19], [-1.10, -3.13, 2.19], [-2.23, -2.35, 2.29], [-2.43, -1.28, 1.41], [-3.53, -0.47, 1.51], [-3.71, 0.57, 0.69], [-2.83, 0.91, -0.30], [-3.19, 2.13, -1.10], [-4.16, 2.81, -0.82], [-2.37, 2.38, -2.13], [-2.49, 3.57, -2.94], [-1.76, 4.79, -2.35], [-0.37, 4.79, -2.54], [0.36, 3.95, -1.68], [-1.63, 0.13, -0.51], [-0.78, 0.36, -1.37], [-1.48, -1.01, 0.41], [-0.35, -1.83, 0.31], [2.45, -1.48, -3.48], [3.96, -1.22, -2.48], [1.60, -3.07, -1.82], [3.50, -4.03, -0.49], [4.23, -2.42, -0.35], [3.09, -0.35, -0.25], [2.85, 1.78, 0.90], [2.03, 1.86, 3.23], [1.49, -0.25, 4.40], [1.77, -2.41, 3.25], [-0.91, -3.94, 2.87], [-2.97, -2.55, 3.06], [-4.21, -0.67, 2.23], [-4.59, 1.18, 0.82], [-1.55, 1.78, -2.24], [-2.10, 3.36, -3.94], [-3.56, 3.81, -3.00], [-2.12, 5.69, -2.86], [-2.01, 4.87, -1.28], [0.28, 2.90, -1.96], [1.40, 4.26, -1.77], [0.04, 4.07, -0.64], [0.36, -1.61, -0.47]],
  "nbo_charge": [-0.376, -0.205, -0.263, -0.695, 0.233, -0.288, -0.177, -0.237, -0.193, -0.274, 2.324, -0.933, -0.932, -0.338, -0.155, -0.234, 0.185, -0.516, 0.137, -0.309, 0.667, -0.660, -0.617, -0.259, -0.067, -0.538, -0.250, 0.505, -0.624, -0.110, -0.136, 0.208, 0.188, 0.217, 0.242, 0.219, 0.227, 0.215, 0.215, 0.215, 0.240, 0.250, 0.218, 0.417, 0.249, 0.438, 0.208, 0.226, 0.190, 0.171, 0.170, 0.189, 0.164, 0.259]
}



# 2
{
  "formula": "C22H24BN8O3S2Zn",
  "method": "ωB97M-V/def2-TZVPD",
  "charge": -1,
  "energy_ev": -112033.7549,
  "homo_lumo_gap_ev": 7.68,
  "elements": ["Zn", "C", "C", "N", "N", "C", "O", "C", "C", "C", "C", "C", "C", "C", "C", "C", "C", "C", "N", "H", "H", "H", "H", "H", "H", "H", "H", "H", "H", "H", "H", "C", "N", "C", "C", "N", "B", "N", "C", "C", "N", "C", "C", "S", "C", "S", "H", "H", "H", "H", "H", "H", "H", "H", "H", "H", "H", "H", "O", "N", "O"],
  "xyz": [[0.64, 1.21, 0.90], [-3.67, -1.82, -1.59], [-2.85, -1.61, -0.40], [-2.38, -0.48, -0.09], [-2.63, 0.59, -0.95], [-2.07, 1.73, -0.50], [-1.21, 1.80, 0.40], [-2.63, 2.97, -1.15], [-3.71, 2.73, -1.99], [-4.32, 3.75, -2.71], [-3.85, 5.06, -2.47], [-2.80, 5.30, -1.55], [-2.20, 4.23, -0.85], [-2.51, -2.81, 0.40], [-1.44, -2.68, 1.25], [-0.93, -3.80, 1.84], [-1.64, -5.01, 1.72], [-2.80, -5.05, 0.94], [-3.12, -3.96, 0.25], [-3.38, -2.72, -2.21], [-4.69, -2.08, -1.36], [-3.56, -0.94, -2.24], [-3.92, 1.74, -2.05], [-5.14, 3.55, -3.47], [-4.36, 5.93, -2.98], [-2.49, 6.33, -1.39], [-1.37, 4.36, -0.22], [-0.95, -1.71, 1.45], [-0.09, -3.73, 2.49], [-1.26, -5.91, 2.31], [-3.49, -5.93, 0.77], [0.14, 0.18, -2.26], [1.53, -0.35, -2.15], [1.99, -1.63, -2.45], [3.24, -1.73, -1.97], [3.56, -0.54, -1.37], [4.80, -0.44, -0.43], [4.33, -0.41, 1.10], [5.25, -0.14, 2.03], [4.64, -0.03, 3.26], [3.32, -0.24, 3.07], [2.32, -0.17, 4.13], [3.13, -0.50, 1.75], [1.59, -1.05, 1.06], [2.50, 0.31, -1.46], [2.39, 1.83, -0.77], [0.06, 1.24, -2.53], [-0.46, -0.08, -1.36], [-0.40, -0.36, -3.13], [1.34, -2.31, -2.97], [3.89, -2.51, -1.92], [5.42, 0.55, -0.75], [5.40, -1.55, -0.68], [6.30, -0.02, 1.80], [5.09, 0.27, 4.20], [1.94, 0.84, 4.14], [2.79, -0.48, 4.99], [1.46, -0.73, 3.82], [1.03, 2.05, 2.62], [1.12, 3.32, 2.41], [1.11, 3.64, 1.26]],
  "nbo_charge": [1.550, -0.695, 0.198, -0.271, -0.531, 0.635, -0.851, -0.118, -0.172, -0.232, -0.223, -0.211, -0.187, 0.165, -0.210, -0.182, -0.266, 0.014, -0.444, 0.216, 0.227, 0.246, 0.243, 0.208, 0.201, 0.205, 0.240, 0.254, 0.217, 0.207, 0.192, -0.431, -0.373, -0.090, -0.038, -0.529, 0.222, -0.480, -0.028, -0.109, -0.331, -0.421, 0.303, -0.505, 0.282, -0.392, 0.242, 0.241, 0.208, 0.218, 0.218, -0.039, -0.075, 0.221, 0.216, 0.257, 0.195, 0.239, -0.741, 0.333, -0.435]
}



# 3
{
  "formula": "C22H24BrCl48FINO2P",
  "method": "ωB97M-V/def2-TZVPD",
  "charge": 1,
  "energy_ev": -719998.3382,
  "homo_lumo_gap_ev": 8.25,
  "elements": ["C", "C", "C", "C", "O", "C", "F", "Br", "C", "N", "P", "O", "I", "H", "H", "H", "H", "H", "H", "H", "H", "C", "Cl", "Cl", "Cl", "H", "C", "Cl", "Cl", "Cl", "H", "C", "Cl", "Cl", "Cl", "H", "C", "Cl", "Cl", "Cl", "H", "C", "Cl", "Cl", "Cl", "H", "C", "Cl", "Cl", "Cl", "H", "C", "Cl", "Cl", "Cl", "H", "C", "Cl", "Cl", "Cl", "H", "C", "Cl", "Cl", "Cl", "H", "C", "Cl", "Cl", "Cl", "H", "C", "Cl", "Cl", "Cl", "H", "C", "Cl", "Cl", "Cl", "H", "C", "Cl", "Cl", "Cl", "H", "C", "Cl", "Cl", "Cl", "H", "C", "Cl", "Cl", "Cl", "H", "C", "Cl", "Cl", "Cl", "H"],
  "xyz": [[0.52, -1.48, -0.86], [-0.39, -1.01, -1.85], [-1.69, -0.31, -2.62], [-3.02, -1.27, -2.67], [-2.84, -2.67, -3.16], [-2.89, -3.61, -1.99], [-4.06, -4.58, -1.97], [-1.12, -4.55, -1.82], [-3.13, -2.63, -0.66], [-3.84, -1.50, -1.42], [-4.51, -0.13, -0.51], [-4.95, 1.19, -1.62], [-2.71, 0.62, 0.99], [1.11, -1.95, 0.07], [-1.34, -0.10, -3.73], [-1.93, 0.73, -2.13], [-3.78, -0.74, -3.41], [-2.16, -2.33, -0.06], [-3.84, -3.01, 0.19], [-4.72, -1.95, -1.83], [-5.64, 0.81, -2.26], [-1.65, 4.16, 3.57], [-0.46, 5.19, 4.39], [-1.10, 2.47, 3.56], [-3.23, 4.29, 4.36], [-1.75, 4.49, 2.54], [2.27, -1.82, 3.05], [1.19, -1.50, 1.69], [1.57, -3.02, 4.14], [3.86, -2.35, 2.47], [2.41, -0.88, 3.61], [-2.85, -0.84, -6.62], [-2.06, -2.29, -5.96], [-4.48, -0.66, -5.95], [-1.88, 0.60, -6.29], [-2.93, -0.96, -7.70], [7.75, -3.71, 1.97], [7.42, -5.36, 2.52], [6.31, -3.02, 1.19], [8.27, -2.70, 3.32], [8.55, -3.74, 1.23], [-7.55, 2.92, -3.22], [-8.38, 2.24, -1.81], [-6.98, 1.63, -4.29], [-8.61, 4.03, -4.09], [-6.68, 3.48, -2.87], [-6.75, 3.41, 6.13], [-8.12, 3.87, 7.16], [-5.84, 4.84, 5.63], [-5.69, 2.27, 6.99], [-7.14, 2.91, 5.24], [1.96, -6.53, -0.11], [0.87, -6.12, 1.23], [1.80, -5.36, -1.42], [3.64, -6.61, 0.46], [1.68, -7.52, -0.49], [9.18, -7.90, 4.58], [10.37, -6.87, 5.39], [9.73, -9.59, 4.57], [7.60, -7.77, 5.36], [9.08, -7.57, 3.54], [12.30, -1.93, 2.36], [11.16, -2.98, 1.49], [11.92, -0.23, 2.06], [12.27, -2.28, 4.09], [13.30, -2.13, 1.98], [-11.42, 0.72, -3.79], [-12.25, 0.04, -2.38], [-10.85, -0.57, -4.86], [-12.48, 1.84, -4.66], [-10.55, 1.28, -3.43], [-4.79, 8.93, 6.97], [-5.62, 8.25, 8.38], [-4.22, 7.63, 5.90], [-5.85, 10.04, 6.10], [-3.92, 9.48, 7.32], [15.33, -4.91, 0.73], [14.19, -5.96, -0.14], [14.95, -3.20, 0.43], [15.29, -5.26, 2.46], [16.33, -5.11, 0.35], [-14.37, 3.15, -8.06], [-15.41, 3.75, -9.36], [-14.42, 4.26, -6.67], [-14.87, 1.52, -7.56], [-13.34, 3.10, -8.43], [1.78, 4.93, 7.52], [0.78, 3.52, 7.11], [3.49, 4.61, 7.16], [1.22, 6.37, 6.65], [1.69, 5.12, 8.59], [13.82, 3.09, 0.48], [12.35, 2.74, 1.41], [15.19, 2.17, 1.12], [13.57, 2.72, -1.24], [14.04, 4.15, 0.57], [-2.91, 2.69, -9.22], [-2.56, 3.55, -10.73], [-4.14, 3.56, -8.28], [-3.43, 1.03, -9.55], [-1.99, 2.65, -8.63]],
  "mulliken_charge": [-0.515, -0.323, 0.165, 0.382, -0.163, 0.541, -0.288, 0.010, -0.529, -0.190, -0.033, -0.333, 0.262, 0.538, -0.036, 0.307, -0.099, 0.237, 0.274, 0.494, 0.283, -0.137, -0.032, -0.159, 0.004, 0.314, -0.133, -0.091, -0.116, 0.002, 0.337, 0.033, -0.063, -0.090, -0.162, 0.293, 0.253, -0.101, -0.143, -0.110, 0.104, -0.111, -0.116, -0.079, -0.082, 0.392, -0.004, -0.118, -0.068, -0.121, 0.301, -0.031, -0.103, -0.156, -0.071, 0.345, 0.195, -0.115, -0.126, -0.126, 0.170, 0.321, -0.086, -0.076, -0.122, -0.053, 0.598, -0.124, -0.136, -0.058, -0.254, 0.010, -0.115, -0.078, -0.118, 0.304, 0.010, -0.110, -0.113, -0.105, 0.329, 0.050, -0.121, -0.122, -0.106, 0.293, 0.036, -0.096, -0.118, -0.130, 0.312, 0.026, -0.120, -0.111, -0.118, 0.327, 0.139, -0.118, -0.105, -0.125, 0.221]
}



# 4
{
  "formula": "C22H24BrNO5PtS",
  "method": "ωB97M-V/def2-TZVPD",
  "charge": 2,
  "relative_energy_ev": 0.0000,
  "energy_ev": -119038.9569,
  "homo_lumo_gap_ev": 6.81,
  "elements": ["Pt", "C", "O", "C", "C", "O", "C", "C", "O", "C", "H", "H", "H", "H", "H", "H", "H", "H", "H", "H", "H", "H", "H", "H", "S", "C", "C", "C", "C", "C", "C", "C", "C", "C", "N", "H", "H", "H", "H", "H", "H", "Br", "C", "C", "C", "C", "C", "C", "C", "O", "O", "H", "H", "H", "H"],
  "xyz": [[-0.44, -0.04, 0.96], [-1.86, 2.18, -3.29], [-1.64, 1.12, -2.36], [-0.47, 0.39, -2.61], [-0.67, -1.03, -2.18], [-0.92, -1.17, -0.73], [-1.74, -2.29, -0.35], [-1.15, -2.85, 0.92], [-1.03, -1.79, 1.91], [-2.21, -1.62, 2.74], [-1.96, 1.78, -4.31], [-2.78, 2.67, -3.01], [-1.03, 2.90, -3.27], [-0.24, 0.35, -3.68], [0.40, 0.85, -2.11], [-1.54, -1.45, -2.67], [0.21, -1.63, -2.40], [-2.77, -1.95, -0.23], [-1.70, -3.05, -1.13], [-1.76, -3.65, 1.34], [-0.13, -3.20, 0.76], [-2.42, -2.58, 3.21], [-1.96, -0.89, 3.50], [-3.06, -1.28, 2.15], [3.71, -0.83, 2.15], [3.47, -1.67, 0.69], [2.20, -1.54, 0.19], [1.42, -0.72, 1.03], [2.10, -0.26, 2.13], [1.40, 0.61, 3.04], [1.89, 1.18, 4.21], [1.06, 1.99, 4.97], [-0.25, 2.21, 4.56], [-0.70, 1.63, 3.40], [0.12, 0.84, 2.67], [4.28, -2.23, 0.26], [1.87, -2.01, -0.73], [2.91, 1.00, 4.51], [1.43, 2.44, 5.88], [-0.92, 2.84, 5.13], [-1.70, 1.77, 3.02], [-0.03, 6.72, -1.94], [-1.29, 5.53, -1.22], [-2.63, 5.90, -1.15], [-3.57, 5.02, -0.62], [-3.18, 3.78, -0.17], [-1.84, 3.42, -0.25], [-0.88, 4.29, -0.77], [-1.43, 2.10, 0.20], [-2.19, 1.26, 0.76], [-0.18, 1.72, 0.09], [-2.94, 6.88, -1.50], [-4.61, 5.32, -0.57], [-3.90, 3.08, 0.23], [0.16, 4.00, -0.82]],
  "nbo_charge": [1.486, -0.255, -0.562, -0.107, -0.063, -0.561, -0.108, -0.104, -0.505, -0.263, 0.192, 0.210, 0.182, 0.219, 0.198, 0.220, 0.207, 0.223, 0.241, 0.241, 0.235, 0.229, 0.219, 0.209, 0.585, -0.352, -0.308, -0.104, -0.355, 0.232, -0.212, -0.080, -0.238, 0.057, -0.405, 0.274, 0.238, 0.257, 0.259, 0.264, 0.249, 0.132, -0.103, -0.167, -0.196, -0.160, -0.153, -0.194, 0.802, -0.700, -0.589, 0.252, 0.245, 0.239, 0.246]
}